Density functional theory data (wB97M-V/def2-TZVPD) for a molecular structure, C33H19MoN10O2.

## Properties
* gap between HOMO and LUMO: 5.260 eV
* charge: +3
* energy above the lowest of the compared OMol25 structures with the same formula, charge and spin: 0.00 kcal per mole
* highest occupied orbital energy: -16.4 eV

Geometry (Å):
C 3.4892 0.1882 1.7911
H -4.8013 -3.4449 -0.6213
C -3.8776 -1.6008 -0.0113
C -6.1348 -1.0986 1.4751
C 0.7760 4.9393 1.7779
C -0.5340 2.3770 -1.2407
O -1.6668 2.3425 -1.6049
C 0.2601 -5.0003 -4.3920
H -7.0292 -0.9336 2.0607
C 2.1420 -4.1611 -3.1050
C -1.4724 5.7466 2.2399
C 5.4956 -1.4637 2.7145
C -5.1177 -0.1453 1.4895
C -6.0264 -2.2675 0.7287
C -2.7735 0.3265 0.5103
N 2.5107 -2.2678 -0.5601
N 1.8088 2.6156 -1.6776
C -4.8882 -2.5406 -0.0343
N -1.9123 -0.3743 -0.2835
C -0.0886 5.9419 2.2016
C -0.6522 -4.2509 -3.6474
H 4.8509 -2.8971 1.2199
H -3.1097 4.3798 1.8928
C 1.4143 -2.5445 -1.2297
H 0.2147 3.4502 -2.7183
C -1.1923 3.5574 1.3650
H -5.2071 0.7608 2.0735
H 6.2837 -2.0962 3.1005
O 0.2634 0.1632 -2.3447
H -1.7120 -4.2808 -3.8620
H 5.9461 0.1151 4.0810
C -2.5766 -1.5715 -0.6300
C 5.3030 -0.2036 3.2719
H -0.1050 -5.6294 -5.1927
H 2.2975 -5.5652 -4.7172
C -0.7817 -2.6293 -1.6374
H 0.3155 6.8960 2.5132
C -2.0412 4.5432 1.8493
N 0.1834 -2.0652 -0.8165
C 2.6565 -1.2612 0.2386
H 4.1610 1.6341 3.2417
C 2.3622 0.7699 1.1072
N 0.4854 3.0300 -1.8359
Mo 0.0465 -0.1037 -0.7346
H 1.8482 5.0836 1.7771
C 4.6916 -1.9263 1.6700
H 3.2041 -4.1208 -2.9035
C 0.8103 2.5078 0.9184
C -3.9889 -0.4110 0.7322
H 2.0925 2.0824 -2.4942
C 4.3015 0.6506 2.8134
N 1.8302 -0.1158 0.2080
C 1.2404 -3.4242 -2.3606
C -1.4866 2.2370 0.8927
C 0.2148 3.7536 1.3363
H -6.8381 -2.9825 0.7437
N -0.2395 1.7569 0.2009
C -0.1457 -3.4710 -2.6256
C 3.6818 -1.0911 1.2374
H -2.1140 6.5477 2.5819
C 1.6244 -4.9594 -4.1254
H 2.4078 3.4314 -1.6082
N 1.9111 2.0054 1.3344
N -2.5480 1.5476 1.0167
N -2.0639 -2.4819 -1.3924